(1)
Molecular formula: C5H8NP
Method: DFT, ωB97M-V with the def2-TZVPD basis set

Computed properties:
Max |F| (Eh/bohr): 0.085
Energy relative to the best compared isomer or geometry (same formula, charge and spin) (kJ/mol): 507.4
Highest occupied orbital energy (alpha / beta) (eV): -8.1 / -8.1
Frontier orbital gap (alpha / beta) (eV): 8.80 / 8.80
LUMO level (alpha / beta) (eV): 0.649 / 0.649
Net charge: 0

Each line ends with the Löwdin charge.
CARTESIAN COORDINATES (ANGSTROEM)
H 0.23027 0.20508 -1.89007  0.136
H 1.70051 0.26632 1.49490  0.054
H 2.55001 0.42814 -1.58073  0.086
C -0.25554 -0.43501 0.10426  -0.245
H -2.77204 -1.07133 -0.96063  -0.016
H 0.72141 -1.65718 1.30044  0.059
H -4.71244 0.28323 0.17057  -0.161
C 0.48654 0.51310 -0.80023  -0.190
C 2.05621 0.35328 -0.61016  -0.115
N -0.18476 -1.33238 0.97036  0.104
C 2.46875 0.30617 0.72180  0.011
H 3.46602 0.21931 1.01674  0.025
C -2.50261 -0.28162 -0.20445  -0.500
H 0.19441 1.54156 -0.52330  0.114
P -3.44674 0.66133 0.79051  0.639



(2)
Molecular formula: C3H26N6O10
Method: DFT, ωB97M-V with the def2-TZVPD basis set

Computed properties:
Max |F| (Eh/bohr): 0.158
Energy relative to the best compared isomer or geometry (same formula, charge and spin) (kJ/mol): 16.3
Highest occupied orbital energy (alpha / beta) (eV): -0.4 / -6.4
Frontier orbital gap (alpha / beta) (eV): 2.82 / 8.76
LUMO level (alpha / beta) (eV): 2.450 / 2.359
2S+1: 2
Net charge: -1

Each line ends with the Mulliken spin population.
CARTESIAN COORDINATES (ANGSTROEM)
H 9.10993 -12.80310 1.67000  0.020
N 7.19055 -8.04908 -2.99934  -0.001
N 11.30596 -10.67083 1.15704  0.349
H 6.72756 -13.04220 -0.54495  -0.001
O 7.08910 -14.67081 0.12614  -0.010
H 9.29039 -8.92573 -2.65163  -0.002
C 7.35601 -8.92706 -2.07236  0.008
O 9.86796 -15.69216 2.50038  -0.118
H 12.02497 -11.07390 1.74070  -0.036
H 11.55676 -16.76082 0.20778  -0.007
H 7.93723 -7.68167 -3.57170  0.000
H 11.45880 -9.77664 0.71302  0.029
H 13.83437 -12.43161 3.22939  0.633
H 8.86233 -9.98840 -1.33679  0.008
O 14.25507 -12.17223 -0.10000  0.254
H 13.78433 -8.52833 -0.64382  -0.035
O 9.39098 -10.96080 0.03290  -0.153
H 6.90100 -10.04535 2.12289  -0.004
C 10.20054 -11.32570 0.88973  0.215
H 10.75599 -12.65337 2.27935  0.038
O 13.47247 -11.98252 2.46547  -1.488
O 14.14105 -9.23054 -0.09988  0.237
H 12.24664 -14.98164 0.61263  -0.035
H 11.97122 -14.61309 2.32876  -0.050
N 9.98156 -12.29733 1.73752  0.051
O 6.50516 -9.40644 -1.35599  -0.001
N 11.75519 -15.12233 1.48371  0.075
H 6.36704 -7.46829 -2.93153  0.000
H 7.03411 -15.59163 -0.12941  0.001
H 13.56181 -11.05164 2.66967  0.429
C 10.63982 -15.78274 1.54152  0.433
O 6.77399 -10.51833 1.30046  -0.009
O 6.66200 -12.14644 -0.87592  0.004
H 6.85494 -13.68346 3.62272  0.002
H 7.37813 -14.69178 1.03842  0.002
O 7.22330 -14.22151 2.92197  -0.003
H 9.89338 -17.24168 0.41261  -0.010
N 10.63160 -16.56941 0.56491  -0.078
H 13.79742 -12.92991 -0.46430  -0.030
H 7.76940 -14.86419 3.37469  0.000
H 14.02654 -12.17793 0.82950  0.341
N 8.58649 -9.32748 -2.04897  -0.004
H 7.65762 -10.63368 0.95102  -0.003
H 7.31766 -12.09908 -1.57168  0.000
H 14.14653 -8.86852 0.78620  -0.053



(3)
Molecular formula: C41H76N11O14
Method: DFT, ωB97M-V with the def2-TZVPD basis set

Computed properties:
Max |F| (Eh/bohr): 0.060
Energy relative to the best compared isomer or geometry (same formula, charge and spin) (kJ/mol): 0.0
Highest occupied orbital energy (eV): -4.5
Frontier orbital gap (eV): 6.25
LUMO level (eV): 1.792
Net charge: -1

Each line ends with the Löwdin charge.
CARTESIAN COORDINATES (ANGSTROEM)
H 3.50288 0.04178 2.75673  0.146
H -3.99353 0.94422 2.77187  0.065
H -5.09866 -2.72689 -0.19563  0.088
C -1.87760 7.54040 3.06814  -0.011
H 12.94034 2.01630 -3.99032  0.139
C -3.39012 0.65917 1.92263  -0.080
N -5.45101 -2.45621 -2.92742  0.012
C 2.12295 -1.86780 1.20843  -0.183
C -4.70018 5.40239 10.08012  -0.012
H -4.38569 6.36212 9.68260  0.080
O 4.27729 -9.23460 -2.47080  -0.019
C 0.47635 -0.68743 -5.55917  -0.083
N 3.39613 -1.36312 0.68071  -0.044
C 5.87240 3.66259 -2.04805  -0.012
O 1.47056 -3.71004 -0.18300  -0.044
O 10.62009 1.64542 -4.38298  0.020
H 7.28556 0.64577 -1.80432  0.143
O -2.93998 5.40688 2.82367  0.025
O -8.13014 -4.29833 -5.22979  0.021
C -3.60686 1.18889 0.65173  -0.081
C 4.17606 -8.03417 -2.21824  -0.571
C 3.37257 0.68376 1.90002  -0.321
C 3.55008 0.06683 0.52743  -0.125
O 3.77068 1.99370 2.00568  -0.075
H -5.57277 5.55498 10.71652  0.082
H -7.91957 5.14595 4.83313  0.077
H 6.13321 3.91840 -3.07606  0.079
H 4.57973 0.28859 0.28592  0.108
O 2.61420 -4.17632 1.68240  -0.037
C 2.84218 -6.15802 -1.15473  -0.061
O -3.81191 -1.00594 -2.42370  0.027
H 13.70041 -0.45864 -5.49744  0.071
H 14.63393 1.04500 -5.53361  0.081
N 6.05817 -2.81606 -0.23595  0.140
N 3.12268 -7.54608 -1.53822  0.014
N -0.70966 5.41822 2.66538  0.016
C 8.49897 2.29644 -2.37072  -0.075
N 0.79167 -0.77408 -4.14899  0.018
H 1.10162 5.79743 1.69643  0.084
C -0.37760 -1.54270 1.33291  -0.336
H 2.02268 2.30322 1.14676  0.110
H 8.34835 3.35892 -2.53230  0.073
H 1.85339 1.74553 -4.61454  0.081
H -3.97881 2.92932 3.38521  0.058
H -0.51883 -1.09857 -5.74082  0.081
H 1.35628 2.32019 -3.01686  0.079
C -4.69297 3.58134 3.87278  -0.023
C -4.46227 -1.99080 -2.11450  -0.530
H 1.22664 5.53320 3.44145  0.084
H -2.89927 7.88509 3.19353  0.079
C 13.97850 0.41916 -4.92518  -0.078
O 3.78982 -2.02260 -0.54744  0.037
C 11.19239 -0.33684 -5.59370  -0.005
H -6.18371 -4.30582 -3.54149  0.067
C 11.50046 0.90419 -4.79120  -0.532
C -2.79828 0.79630 -0.40727  -0.094
C 0.62262 5.99222 2.65724  -0.075
H 6.50383 4.22762 -1.36136  0.080
H 0.73603 -1.45552 -0.41611  0.106
O -0.51558 -2.47079 2.09174  0.121
H 4.83557 3.93215 -1.87130  0.077
H -4.20215 4.07689 4.70878  0.084
C -5.03702 4.49147 8.92237  -0.548
C 1.10398 1.64445 -3.82817  -0.006
H -7.83670 -7.11312 -3.96929  0.086
C -1.74530 -0.09708 -0.21277  -0.035
N 7.25936 1.63880 -1.98151  0.017
H -10.13020 -7.44674 -4.11528  0.070
H -2.96333 1.19778 -1.39515  0.093
H 6.00934 -7.58141 -3.18993  0.072
O 5.08590 1.47313 -1.48090  0.033
C -6.31453 -3.60201 -2.72029  -0.085
N -5.45450 3.23130 9.21381  0.011
H 0.80150 -1.68545 -3.71473  0.149
O -4.94272 4.85400 7.76199  0.030
H 1.89605 -5.84212 -1.58732  0.074
H 10.11648 -0.41232 -5.71383  0.085
C 2.06026 -3.40067 0.87807  -0.677
H -4.40245 1.90527 0.50506  0.097
N -9.93948 -5.38768 -4.47952  0.006
H 2.83462 0.54381 -0.13870  0.106
H 4.79901 -6.29593 -3.32491  0.079
H 11.65243 -0.28015 -6.58097  0.084
H -7.07916 4.89103 6.37659  0.060
C -7.89755 -6.66356 -4.96119  -0.011
H 2.02925 1.99298 3.01377  0.097
H 0.49868 0.34192 -5.90121  0.067
H -8.38442 -7.35875 -5.64610  0.083
H -1.31173 7.78649 3.96739  0.082
H 2.45749 -8.25337 -1.27056  0.133
H -6.89094 -6.47023 -5.31816  0.083
H 0.58660 7.06373 2.82223  0.068
C 0.89886 -1.19205 0.62448  -0.094
H -5.02568 4.32627 3.15696  0.077
H -6.66554 2.30095 10.63975  0.082
H -5.37645 3.31197 11.31096  0.069
H -5.65817 2.67785 8.39509  0.142
C 4.96588 -2.50742 -0.37625  -0.360
C -5.62843 2.61801 10.51655  -0.078
H -6.15574 5.33123 4.93439  0.077
N -6.86452 3.35243 4.99506  0.006
H -4.98743 1.73881 10.59839  0.084
H 5.67113 -6.54351 -1.79535  0.084
H -11.59746 -6.64196 -4.69254  0.081
H -7.35603 -3.27660 -2.70948  0.079
H -3.39945 -2.24792 -0.29279  0.069
C -10.71683 -6.53683 -4.05615  -0.079
C 6.02629 2.17699 -1.81285  -0.537
C -8.64824 -5.35371 -4.90793  -0.558
C -1.89983 6.04582 2.84483  -0.531
C -4.20851 -2.73751 -0.82641  0.012
H -0.79925 4.42350 2.52057  0.144
O -5.86985 1.51625 4.17745  0.014
H -11.05015 -6.39808 -3.02626  0.082
C 1.08814 0.23387 -3.28545  -0.528
H -3.88609 4.98495 10.67362  0.083
O 1.32794 -0.01589 -2.11929  0.047
H -7.59592 2.72527 5.28869  0.130
H 11.54943 -1.22782 -5.07637  0.087
H 9.23798 2.15521 -1.57878  0.084
H 1.19995 -1.26754 -6.13618  0.080
C -1.52930 -0.60016 1.06982  -0.160
H -6.08521 -4.09720 -1.78230  0.072
H 2.76196 -6.07931 -0.07215  0.075
H -2.17424 -0.65849 3.11947  0.112
H 0.93282 -0.10242 0.65682  0.106
H 14.52949 0.10245 -4.03808  0.083
H -3.91797 -3.76897 -1.03021  0.089
H -5.57186 -1.91648 -3.76932  0.136
C 2.29130 1.70960 2.00516  -0.030
C -7.00557 4.76479 5.29688  -0.087
C -2.34864 -0.24315 2.13913  -0.018
H -1.10593 -0.37885 -1.03296  0.106
H 0.12292 1.91611 -4.22113  0.081
C -5.84113 2.72887 4.35001  -0.535
H -10.38107 -4.48215 -4.46658  0.138
H -1.43762 8.05077 2.21054  0.082
H 3.62575 -5.49126 -1.49550  0.069
C 5.22980 -7.04300 -2.65797  -0.019
H 8.87788 1.84190 -3.28308  0.048
H 2.12352 -1.76044 2.28932  0.146
N 12.80597 1.17613 -4.52997  0.007